ORCA calculation (the ωB97M-V functional and the def2-TZVPD basis) on a cluster of 12 separate species, C34H60Cl8F2N6O6 in total.

Geometry (Å):
Cl  -5.826  41.311  -12.707
Cl  -5.892  45.114  -12.029
Cl  1.139  43.458  -10.871
Cl  -3.308  48.863  -11.627
Cl  -6.081  40.319  -9.937
Cl  -2.466  47.566  -9.167
Cl  -7.289  47.198  -10.550
Cl  3.576  43.319  -12.562
F  1.660  46.058  -13.482
F  -2.894  45.289  -12.976
O  -1.847  49.912  -14.835
O  1.995  40.252  -17.816
O  -3.510  38.504  -14.891
O  -2.199  44.952  -21.533
O  0.575  40.393  -12.484
O  1.297  44.291  -15.284
N  -2.148  44.692  -19.327
N  -0.739  39.254  -13.952
N  -4.235  37.368  -16.691
N  2.725  45.396  -16.664
N  -2.948  48.383  -16.073
N  2.219  41.532  -15.962
C  2.869  48.350  -10.915
C  3.878  44.518  -16.561
C  -2.488  44.248  -13.730
C  2.755  47.193  -11.701
C  1.547  45.226  -16.051
C  1.806  43.500  -12.512
C  3.341  40.913  -15.346
C  -3.429  43.323  -14.174
C  -5.767  38.851  -15.480
C  -2.015  50.287  -17.218
C  -0.539  40.059  -12.886
C  0.746  48.092  -12.682
C  0.297  38.752  -14.816
C  -1.708  42.063  -15.250
C  -0.751  42.917  -14.695
C  -1.748  44.089  -18.052
C  -4.423  38.221  -15.671
C  -6.953  46.577  -12.166
C  0.438  42.031  -17.548
C  -2.841  47.283  -10.899
C  -0.807  43.174  -20.773
C  1.604  41.160  -17.093
C  -1.784  40.401  -12.128
C  -1.772  44.334  -20.567
C  -5.168  41.335  -11.059
C  -3.203  47.505  -14.944
C  -1.155  44.074  -14.030
C  1.725  47.104  -12.617
C  -3.058  42.236  -14.950
C  -2.963  36.720  -16.959
C  1.846  49.279  -10.909
C  -2.301  49.563  -15.910
C  0.780  49.146  -11.799
C  0.505  46.322  -16.205
H  -0.097  41.475  -18.318
H  4.784  45.109  -16.447
H  0.245  42.803  -15.046
H  -6.413  47.291  -12.780
H  -3.837  46.711  -15.340
H  4.255  41.037  -15.933
H  -1.024  50.742  -17.164
H  0.060  49.951  -11.870
H  2.719  45.942  -17.512
H  -4.978  37.232  -17.354
H  -7.830  46.215  -12.690
H  -2.125  37.413  -16.988
H  3.226  39.865  -15.063
H  1.551  44.464  -12.952
H  3.624  48.456  -10.147
H  0.063  46.543  -15.237
H  -1.920  44.857  -17.300
H  3.368  46.308  -11.584
H  -3.794  41.509  -15.264
H  -1.910  46.933  -11.330
H  -2.805  35.987  -16.166
H  -4.120  41.056  -11.063
H  1.889  42.400  -15.564
H  -0.635  42.547  -19.902
H  -2.774  45.477  -19.260
H  -2.336  47.071  -14.447
H  -2.413  43.277  -17.753
H  -2.739  51.092  -17.331
H  0.174  43.553  -21.060
H  1.273  38.701  -14.342
H  0.393  39.385  -15.701
H  -5.879  39.873  -15.842
H  0.928  47.266  -16.549
H  3.775  43.954  -15.634
H  -1.418  41.234  -15.880
H  3.895  43.817  -17.395
H  -6.563  38.257  -15.935
H  -3.628  46.540  -10.970
H  -0.219  42.239  -16.696
H  -0.697  43.819  -18.055
H  -1.939  41.480  -12.179
H  -0.010  47.901  -13.436
H  0.027  37.759  -15.178
H  -0.445  44.841  -13.758
H  1.813  50.151  -10.270
H  3.538  41.346  -14.362
H  -5.991  38.922  -14.416
H  -3.022  36.164  -17.892
H  -2.996  47.981  -16.992
H  -1.688  39.104  -14.266
H  -3.779  48.040  -14.193
H  -1.137  42.503  -21.563
H  -1.517  40.096  -11.115
H  1.332  42.713  -13.090
H  -0.279  45.931  -16.842
H  -4.484  43.453  -13.970
H  -5.230  42.368  -10.727
H  -1.874  49.657  -18.097
H  -2.689  39.903  -12.475
H  0.782  42.882  -18.134

Properties
E_LUMO = 0.00057 Eh
electronic energy = -5992.81584 hartree
Kohn-Sham gap = 9.09 eV
SMILES = Fc1ccccc1.Fc1ccccc1.CNC(C)=O.CNC(C)=O.CNC(C)=O.CNC(C)=O.CNC(C)=O.CNC(C)=O.ClCCl.ClCCl.ClCCl.ClCCl
net charge = 0